[1]
Below is 7 unconnected molecules or ions with the total composition C20H47N6O7, with properties calculated with ωB97M-V/def2-TZVPD.

Geometry as XYZ:
```
80
Properties=species:S:1:pos:R:3:forces:R:3:lowdin_charge:R:1
C 0.6762 -0.1077 -0.1740 -0.745 0.346 2.862 -0.125
C 0.2238 -0.3541 1.2310 2.561 -1.403 0.647 -0.508
O 1.0412 -1.1297 1.9991 0.060 -0.079 -0.729 -0.275
H 1.5740 0.5067 -0.1068 -1.121 0.092 -1.091 0.081
H 0.0153 0.4884 -0.8033 -1.370 0.565 3.185 0.061
H 0.8361 -0.9785 -0.8099 0.715 -0.011 2.290 0.066
H -0.7347 -0.8661 1.1460 -0.705 1.130 0.308 0.040
H 0.1081 0.6294 1.6866 0.986 0.249 -0.484 0.077
C 5.5825 0.5403 1.1058 -0.429 -0.191 -0.112 -0.336
O 5.9712 -0.5208 1.5419 0.413 -0.221 0.200 0.016
N 4.2717 0.8179 0.8808 2.881 0.741 0.837 -0.239
C 3.9104 2.1080 0.4115 -0.361 2.613 1.058 -0.089
C 3.2922 -0.1300 1.2937 -1.208 0.391 1.893 -0.076
H 6.2874 1.3433 0.8401 -0.114 0.216 -0.085 0.130
H 4.7052 2.8256 0.6152 0.229 -0.091 0.150 0.094
H 3.0517 2.5266 0.9363 -0.164 -0.236 0.507 0.105
H 3.6458 2.3125 -0.6259 0.131 -0.531 0.162 0.067
H 2.4110 0.0407 0.6751 1.602 -1.313 1.292 0.023
H 3.6513 -1.1518 1.4159 -0.022 0.257 -0.764 0.121
H 2.9241 0.1369 2.2843 0.068 0.044 0.225 0.109
C 2.6575 -1.4364 -3.0491 4.018 -0.700 0.013 -0.335
O 3.6917 -2.1308 -2.9514 -1.753 0.005 -1.055 -0.021
N 2.5589 -0.3277 -2.3156 -0.475 0.757 -0.337 -0.111
C 1.2798 0.3264 -2.3824 0.623 2.630 -3.256 -0.155
C 3.6621 0.2050 -1.5271 -0.178 0.115 -0.042 -0.025
H 1.7871 -1.5500 -3.7137 1.068 -0.454 -0.435 0.124
H 0.6077 0.0653 -3.1999 2.089 0.936 -1.096 0.074
H 1.5006 1.3930 -2.4241 -0.362 0.229 0.212 0.123
H 0.5465 0.0882 -1.6120 2.064 0.657 -3.467 -0.036
H 4.5791 -0.3780 -1.6124 -0.573 -0.528 0.117 0.115
H 3.9873 1.2323 -1.6910 -0.356 -0.192 -1.941 0.074
H 3.3985 0.4010 -0.4878 -0.255 -1.727 -2.192 0.011
C -2.5596 -3.1314 1.6617 1.181 -1.862 1.564 -0.359
O -1.9990 -4.2409 1.7672 -1.126 1.425 -0.350 -0.033
N -2.2276 -2.0331 2.3475 -0.612 -1.721 0.306 -0.183
C -2.9620 -0.8696 2.0931 -2.327 -1.377 0.280 -0.140
C -1.1632 -1.8817 3.3691 -1.987 -0.211 -1.067 0.028
H -3.4335 -2.9371 1.0208 0.015 -0.221 -0.306 0.137
H -4.0401 -0.9266 2.2433 -0.598 -0.812 0.126 0.114
H -2.8900 -0.5739 1.0465 0.175 0.062 0.542 0.073
H -2.7241 -0.0921 2.8190 0.028 -3.376 -0.300 0.048
H -0.7567 -2.8821 3.5175 0.578 0.546 0.078 0.104
H -0.5735 -1.1109 2.8729 1.111 -0.918 1.489 0.045
H -1.6940 -1.4880 4.2360 0.229 -0.185 0.437 0.095
C 0.1052 -1.7728 -2.6089 -2.194 -3.731 1.878 -0.392
O -0.1614 -1.5093 -3.7698 0.860 -2.167 -1.079 -0.028
N -0.8241 -2.2148 -1.7004 -0.199 -0.174 -0.920 -0.069
C -0.4593 -2.6152 -0.3419 -1.650 -1.954 0.572 -0.040
C -2.3011 -2.2781 -1.9515 0.608 -0.371 -0.088 -0.012
H 1.0863 -1.7102 -2.1131 -0.797 -0.854 -0.437 0.111
H -1.0220 -3.5144 -0.0911 0.262 -0.614 -0.767 0.077
H -0.9463 -2.0043 0.4182 0.697 0.151 -0.830 0.052
H 0.5605 -2.8810 -0.0636 0.105 0.700 -0.566 0.136
H -2.6196 -2.0055 -2.9576 0.595 0.469 0.151 0.093
H -2.8012 -3.2388 -1.8287 0.816 -0.524 0.460 0.098
H -2.7214 -1.6113 -1.1986 -0.483 -1.100 -0.572 0.046
C -0.6605 3.2401 2.3361 -1.229 1.812 -0.085 -0.340
O -0.5070 4.4551 2.4676 0.266 -0.797 -0.063 -0.031
N -1.8556 2.6628 2.0727 0.096 -0.261 -0.994 -0.111
C -1.9553 1.2012 1.9081 -2.101 4.486 1.953 -0.180
C -3.1694 3.3154 1.6529 2.067 -0.606 0.233 0.006
H 0.1615 2.5172 2.4541 -0.102 -0.018 0.030 0.133
H -2.7695 0.9576 2.5905 0.502 3.000 -0.493 0.072
H -1.1052 0.5335 2.0479 -1.291 1.532 0.914 0.049
H -2.3178 1.0554 0.8905 -0.404 1.076 3.901 -0.016
H -3.5560 2.7650 0.7952 0.121 -0.050 0.041 0.059
H -3.8907 3.1724 2.4575 0.009 0.508 0.094 0.083
H -3.0148 4.3324 1.2925 0.016 0.040 0.621 0.088
C -0.8267 2.3541 -1.7582 -2.681 -2.100 -2.696 -0.333
O -0.8405 3.1396 -0.8749 0.483 0.940 1.910 0.093
N -1.6551 1.2115 -1.8684 0.636 1.790 1.342 -0.135
C -1.6267 0.4168 -3.0502 -0.894 0.524 -0.841 -0.096
C -2.3197 0.6563 -0.6976 1.107 -0.394 -2.322 -0.068
H -0.3730 2.4935 -2.7517 0.532 0.270 0.162 0.130
H -1.2818 0.9988 -3.9048 0.514 0.143 0.114 0.108
H -2.6399 0.1879 -3.3806 -0.315 -0.217 0.281 0.103
H -1.0396 -0.4990 -2.9823 -1.836 2.002 -0.084 0.003
H -1.6635 0.5411 0.1650 1.203 -0.536 -2.534 0.042
H -3.1214 1.2717 -0.2894 -0.632 -0.188 -1.082 0.103
H -2.5447 -0.3831 -0.9370 -0.668 1.571 0.123 0.055
```
Positions in Å, forces in eV/Å.

Summary:
DFT total energy ... -44757.90357 eV
HOMO ... -4.13 eV
HOMO-LUMO gap ... 6.47 eV
Spin multiplicity ... 1
Relative energy (zero: lowest compared OMol25 entry of this formula, charge and spin) ... 17.3245 eV
Total charge ... -1



[2]
Below is a molecular structure, C20H48B2Cd2F12N8O12PS6, with properties calculated with ωB97M-V/def2-TZVPD.

Geometry as XYZ:
```
111
Properties=species:S:1:pos:R:3:forces:R:3:lowdin_charge:R:1
Cd 2.7818 -0.7355 -0.7952 2.117 1.850 -0.471 1.398
Cd 0.5079 -0.0564 -4.1500 2.294 1.681 -2.272 1.408
B 1.9300 0.4140 -2.5139 -0.237 0.316 0.069 -0.608
H 1.0627 0.5096 -1.8792 -3.555 0.466 2.017 -0.023
H 2.7454 0.7895 -1.9152 3.496 1.866 1.221 -0.015
H 1.9702 -0.6123 -2.8447 1.151 -3.480 -1.049 -0.084
H 1.8362 1.0696 -3.3657 0.568 3.240 -2.828 -0.020
B -1.1855 1.1886 -4.1788 -1.206 1.575 0.746 -0.488
H -0.9617 0.5818 -5.0425 -0.329 -2.690 -4.513 -0.060
H -1.3207 0.5701 -3.3051 -1.159 -1.951 3.254 -0.068
H -0.2470 1.7036 -4.0442 2.836 3.899 0.857 -0.088
H -2.0396 1.7944 -4.4391 -2.640 2.168 -0.914 0.001
C 0.9755 -4.1309 4.9489 0.555 -0.194 0.054 -0.052
C 2.1532 -3.5099 5.7098 -0.288 -0.286 -0.528 -0.153
N 3.1623 -3.1972 4.7031 2.005 1.700 -1.633 -0.055
C 3.8476 -4.1091 3.8982 1.358 2.009 -0.592 0.015
C 4.7604 -3.3540 3.1478 -1.704 -1.030 -0.194 0.016
N 4.5319 -1.9982 3.3597 -1.912 -3.433 3.789 -0.078
C 3.6061 -1.9504 4.3347 -0.755 -0.934 0.673 0.012
C 5.1821 -0.9050 2.7881 0.989 1.479 -1.885 -0.003
H 0.4920 -3.3829 4.3204 -0.582 0.202 0.751 0.057
H 0.3837 -4.7058 5.6613 -0.537 0.324 -0.389 0.087
H 1.3247 -4.7977 4.1606 0.293 -0.486 0.399 0.071
H 2.6095 -4.1618 6.4547 -0.064 -0.281 -0.223 0.129
H 1.8658 -2.6202 6.2701 0.070 0.205 -0.378 0.129
H 3.6465 -5.1674 3.8210 0.060 0.174 0.347 0.136
H 5.3468 -3.7200 2.3180 0.252 0.247 0.189 0.122
H 3.2250 -1.0662 4.8240 0.164 0.124 -0.240 0.170
H 6.0339 -1.3304 2.2576 -0.143 0.487 -0.450 0.110
H 5.5633 -0.1126 3.4322 -0.268 -0.392 0.501 0.125
H 4.4372 -0.4533 2.1329 0.583 0.296 -0.392 0.076
C 1.9147 4.6291 -1.5934 0.529 0.782 -0.728 -0.043
C 0.8975 3.8446 -2.3940 0.264 -0.850 -0.165 -0.164
N -0.4892 4.2012 -2.0416 -2.449 -0.011 3.677 -0.003
C -1.5473 4.6172 -2.8480 0.203 0.157 0.740 0.017
C -2.6644 4.8156 -2.0575 1.267 -0.266 0.176 -0.005
N -2.3150 4.5123 -0.7548 2.054 -0.366 -2.072 -0.112
C -0.9769 4.1536 -0.7198 -1.859 0.628 -2.397 0.066
C -3.3008 4.5816 0.2987 0.718 0.103 0.913 -0.004
H 1.6754 4.5596 -0.5323 0.127 0.092 -0.038 0.078
H 2.0305 5.6646 -1.9135 -0.507 0.195 0.200 0.087
H 2.9266 4.2455 -1.7237 -0.202 -0.497 0.066 0.078
H 1.1229 2.8041 -2.1604 -0.803 -0.165 0.388 0.085
H 0.8935 3.7876 -3.4825 0.475 0.870 -0.052 0.130
H -1.3423 4.8196 -3.8889 -0.320 -0.176 0.059 0.142
H -3.6633 5.2130 -2.1607 0.214 -0.110 -0.795 0.135
H -0.4953 3.9089 0.2154 0.392 -0.227 -0.345 0.149
H -2.6633 4.5582 1.1825 -0.808 -0.037 0.542 0.111
H -4.0299 3.7722 0.2632 0.398 -0.241 -0.041 0.082
H -3.8865 5.4999 0.2550 0.429 0.178 -0.062 0.109
C -8.9145 -0.0882 1.3531 -1.120 0.039 -0.797 -0.104
C -7.4378 -0.4047 1.5141 0.914 -0.014 0.091 -0.218
C -6.6248 -0.2846 0.1563 0.677 -0.367 1.102 -0.058
N -5.0365 -0.4394 0.2922 0.055 1.630 0.207 -0.216
C -4.6299 -1.7615 0.9080 -1.170 0.328 -0.062 0.047
C -4.4593 0.7662 1.0947 0.814 -0.248 0.092 -0.070
C -2.9832 0.9329 0.6000 -0.889 0.295 2.176 -0.167
C -2.9161 0.3261 -0.7647 0.622 -1.007 0.056 -0.138
C -4.3412 -0.2291 -1.0762 -0.051 1.908 -0.655 -0.054
H -9.2443 0.9507 1.3515 0.834 0.380 0.007 0.079
H -9.5868 -0.5057 2.1027 0.500 -0.459 0.184 0.083
H -9.2900 -0.4486 0.3954 0.001 -0.317 -0.072 0.077
H -7.2960 -1.3732 1.9937 -0.231 -0.489 -0.668 0.102
H -7.0459 0.2002 2.3318 0.388 0.706 -0.424 0.103
H -6.8162 0.6767 -0.3206 0.364 0.159 0.234 0.122
H -6.9210 -1.0218 -0.5900 -0.036 -0.304 0.297 0.130
H -5.1786 -2.4647 0.2814 0.469 -0.463 0.237 0.116
H -5.0085 -1.8045 1.9293 -0.132 0.070 -0.120 0.100
H -3.5580 -1.9509 0.9639 -0.011 0.400 -0.590 0.113
H -4.5893 0.6782 2.1734 0.198 -0.904 -0.038 0.128
H -5.0052 1.6968 0.9400 -0.441 -0.327 -0.952 0.112
H -2.2198 0.5618 1.2838 -0.373 -0.575 0.044 0.089
H -2.7629 1.9992 0.6502 -0.127 0.069 -0.462 0.075
H -2.2026 -0.4969 -0.8052 -0.182 -0.226 0.331 0.078
H -2.3535 1.0787 -1.3172 -1.161 -0.081 -1.347 0.111
H -4.4019 -1.0140 -1.8300 0.230 -0.801 0.883 0.134
H -4.9589 0.5286 -1.5583 -0.003 0.410 0.190 0.122
N -0.1088 -1.7387 -3.4321 3.675 -5.331 3.167 -0.437
S 0.7721 -2.9264 -2.5178 5.126 -2.787 0.781 0.748
O 0.2402 -4.2858 -2.2902 0.796 4.353 -0.524 -0.204
O 1.5462 -2.2703 -1.4390 -4.129 -3.064 -2.295 -0.433
F 2.0070 -3.2109 -3.5847 -2.182 0.844 1.168 -0.165
S -1.3930 -2.5198 -3.4820 -10.025 -3.256 -3.077 0.501
O -2.0323 -2.5563 -2.1748 0.791 -0.059 -1.345 -0.282
O -1.5352 -3.6774 -4.3925 1.067 2.991 2.405 -0.244
F -2.2673 -1.3707 -4.3008 0.950 -1.292 0.907 -0.227
N 1.8317 -0.3792 0.8529 -4.593 -2.464 5.194 -0.388
S 1.3146 0.9211 1.5000 4.579 8.561 2.031 0.463
O 1.8777 1.1736 2.8495 -2.198 -0.963 -3.155 -0.252
O 0.0335 1.4122 1.0828 -0.734 -0.939 0.913 -0.268
F 2.2106 1.8675 0.5556 -0.279 -0.372 0.519 -0.210
S 0.5908 -1.2950 1.6493 -0.604 -5.018 -0.434 0.571
O -0.6048 -1.3859 0.8464 1.194 0.588 0.844 -0.255
O 0.4986 -1.2637 3.0933 0.180 1.084 -1.782 -0.248
F 1.2894 -2.6982 1.4429 0.133 0.405 -0.304 -0.164
N 4.2280 -1.9219 -1.3857 5.768 -1.754 -4.405 -0.394
S 5.1422 -3.0983 -0.8924 -0.468 -5.225 6.146 0.452
O 6.2834 -2.6963 -0.0900 -1.439 -0.625 -1.227 -0.252
O 5.1218 -4.3418 -1.6351 0.930 2.116 0.043 -0.221
F 4.0264 -3.5093 0.1916 -0.223 0.023 1.239 -0.235
S 5.3484 -1.7844 -2.7109 -0.382 4.166 -5.907 0.547
O 5.1668 -2.6932 -3.8082 -0.959 0.354 1.406 -0.235
O 6.6910 -1.3723 -2.5024 -0.347 -0.399 1.516 -0.193
F 4.6819 -0.4088 -3.2345 -0.177 -0.610 0.306 -0.206
P 5.4975 2.1551 0.2477 2.399 2.351 0.430 0.267
F 6.6741 1.2295 0.9119 -1.170 0.459 0.150 -0.161
F 4.7481 2.5017 1.7378 1.243 -1.102 -1.426 -0.211
F 6.4598 3.4702 0.3755 -0.798 -0.463 0.859 -0.170
F 4.3393 3.0692 -0.4130 -0.277 -0.555 -0.319 -0.176
F 6.1930 1.9776 -1.2278 -1.195 -0.995 0.582 -0.168
F 4.5957 0.7863 0.1103 -0.326 -0.046 -0.331 -0.251
```
Positions in Å, forces in eV/Å.

Summary:
DFT total energy ... -175384.42246 eV
HOMO ... -12.27 eV
HOMO-LUMO gap ... 9.18 eV
Spin multiplicity ... 1
Total charge ... +1



[3]
Below is a molecular structure, C20H48HoINOP3, with properties calculated with ωB97M-V/def2-TZVPD.

Geometry as XYZ:
```
75
Properties=species:S:1:pos:R:3:forces:R:3:lowdin_spin:R:1
C 0.4081 0.0185 -6.6622 -0.332 -0.001 0.383 0.000
I -0.3011 -0.4502 -4.5268 0.125 0.369 -2.743 0.001
H 1.4984 0.1634 -6.6819 -0.569 -0.167 0.349 0.000
H -0.1596 0.9228 -6.9108 0.239 -0.375 0.145 0.000
H 0.0656 -0.8612 -7.2215 0.168 0.341 0.335 0.000
Ho 0.1671 0.0145 -1.6535 0.141 -0.215 2.808 4.047
P 0.7317 2.6322 -2.4075 0.248 1.430 -0.348 -0.005
C -0.8231 3.5224 -2.8131 -0.097 -0.289 0.120 0.000
C 1.5233 3.7729 -1.2180 0.043 -0.170 0.211 0.000
H 1.4553 4.7987 -1.6076 0.094 -0.279 0.162 0.000
H 1.7923 4.0310 -4.0870 0.021 -0.346 0.014 0.000
H 2.5773 3.4844 -1.1004 -0.250 0.172 0.006 0.000
H 2.7579 2.5598 -3.7197 -0.235 0.179 -0.176 0.000
H -1.5413 3.4184 -1.9881 0.145 0.146 -0.191 0.000
H 1.0321 3.7093 -0.2371 0.151 0.090 -0.329 0.000
C 1.7448 2.9477 -3.9012 0.074 -0.191 0.010 -0.001
H -0.5959 4.5847 -2.9735 -0.120 -0.266 0.012 0.000
H 1.3175 2.4398 -4.7772 0.141 0.186 0.238 0.000
H -1.2708 3.0958 -3.7189 0.063 0.141 0.149 0.000
P 0.7973 -2.7164 -2.1268 0.394 -1.368 -0.446 -0.005
C -0.7587 -3.6731 -2.3575 -0.120 0.285 0.295 0.000
C 1.7232 -3.2143 -3.6363 0.087 0.270 -0.157 -0.001
H 2.7877 -3.6735 -1.1162 -0.355 -0.058 0.073 0.000
H 1.3496 -4.7475 -0.9262 0.244 0.278 0.065 0.000
H 1.5626 -3.2939 0.1180 0.095 -0.302 -0.302 0.000
C 1.7122 -3.7108 -0.8866 0.002 0.261 0.321 -0.001
H 2.7477 -2.8249 -3.5491 -0.212 -0.195 -0.106 0.000
H 1.7541 -4.3105 -3.7328 -0.011 0.366 0.106 0.000
H -0.5239 -4.7429 -2.3194 -0.105 0.203 -0.063 0.000
H -1.2252 -3.4316 -3.3168 0.106 -0.047 0.074 0.000
H 1.2641 -2.7794 -4.5367 0.235 -0.349 0.341 0.000
H -1.4731 -3.4282 -1.5619 0.103 -0.172 -0.086 0.000
C -2.2824 -0.0644 -2.0829 -4.814 -0.376 -1.821 -0.003
O -3.3657 -0.1418 -2.4770 4.105 0.340 1.828 0.000
C -1.8526 -1.4158 3.8026 -0.245 -0.482 0.364 0.000
C -1.3321 -1.5394 2.3721 0.086 0.565 0.352 -0.001
C -0.3968 -2.7446 2.2661 0.039 -0.476 -0.006 0.000
C -2.4945 -1.7633 1.3810 -0.023 0.020 0.074 0.000
P -0.3811 0.0327 1.9092 -0.145 0.117 -0.193 -0.003
N -0.3003 0.0042 0.3337 0.959 0.119 -2.682 -0.028
C -1.3751 1.5883 2.3235 0.387 -0.561 0.573 -0.001
C -1.2552 1.9071 3.8173 -0.361 0.257 0.209 0.000
C -0.8930 2.7779 1.4966 0.013 0.235 -0.260 0.000
C -2.8368 1.3282 1.9429 -0.196 0.226 0.143 0.000
C 1.4082 0.0993 2.6146 -0.685 -0.222 0.097 -0.001
C 1.9622 1.5142 2.4209 0.157 0.037 -0.004 0.000
C 1.3923 -0.2806 4.0981 0.208 0.103 0.200 0.000
C 2.3045 -0.8774 1.8408 0.051 -0.052 -0.110 0.000
H -2.3202 -2.3667 4.1047 0.092 0.245 -0.091 0.000
H -2.6167 -0.6376 3.8899 0.210 -0.244 0.128 0.000
H -1.0395 -1.2222 4.5152 -0.342 -0.006 -0.158 0.000
H -1.0069 -3.6647 2.3549 0.266 0.407 -0.001 0.000
H 0.0969 -2.7796 1.2811 -0.158 0.037 0.442 0.000
H 0.3478 -2.7807 3.0779 -0.238 0.018 -0.463 0.000
H -3.3522 -1.1057 1.5410 0.248 -0.182 0.018 0.000
H -2.1582 -1.6316 0.3477 -0.003 -0.118 0.127 0.000
H -2.8456 -2.7914 1.5092 0.017 0.075 -0.025 0.000
H -0.2464 2.2331 4.0853 -0.233 -0.044 0.017 0.000
H -1.9453 2.7278 4.0595 0.177 -0.120 -0.013 0.000
H -1.5375 1.0561 4.4467 0.123 0.282 -0.101 0.000
H -0.9242 2.5446 0.4247 -0.007 0.012 0.167 0.000
H -1.5747 3.6200 1.6714 0.074 -0.147 0.018 0.000
H 0.1122 3.1216 1.7479 -0.198 -0.111 0.012 0.000
H -2.9220 1.0341 0.8876 -0.049 0.024 0.284 0.000
H -3.3110 0.5776 2.5879 0.103 0.348 -0.332 0.000
H -3.3878 2.2707 2.0818 0.098 -0.244 -0.063 0.000
H 1.4588 2.2571 3.0457 0.114 -0.153 -0.177 0.000
H 3.0239 1.5262 2.7094 -0.253 -0.081 -0.090 0.000
H 1.8938 1.8104 1.3656 0.050 0.043 0.199 0.000
H 1.0851 -1.3224 4.2318 0.098 0.258 0.110 0.000
H 2.4043 -0.1755 4.5193 -0.251 -0.028 -0.137 0.000
H 0.7261 0.3736 4.6723 0.198 -0.239 -0.041 0.000
H 2.0747 -1.9223 2.0594 0.038 0.167 -0.010 0.000
H 2.2119 -0.7296 0.7553 0.066 0.013 0.189 0.001
H 3.3542 -0.7052 2.1216 -0.290 0.007 -0.042 0.000
```
Positions in Å, forces in eV/Å.

Summary:
Expectation value of S² ... 6.006
DFT total energy ... -86808.56962 eV
HOMO (alpha / beta) ... -13.92 / -13.97 eV
HOMO-LUMO gap (alpha / beta) ... 6.83 / 6.93 eV
Spin multiplicity ... 5
Total charge ... +2



The following molecular weight values (in g/mol) correspond, in order, to the records above: 483.6 1290.4 703.4.